1.
Density functional theory data (ωB97M-V/def2-TZVPD) for C20H23ClN4O3 in the gas phase at a distorted geometry.

Element x y z (Å)
C 2.6106 -4.9798 1.9556
O 2.0066 -4.0866 2.8575
C 1.1265 -3.1672 2.3682
C 0.7178 -3.0723 1.0474
C -0.1812 -2.0808 0.6874
C -0.6968 -1.1903 1.6075
C -1.6395 -0.0860 1.1968
N -1.1258 1.2618 1.4195
C 0.2127 1.4695 0.8651
C 0.2035 1.2724 -0.6087
C 0.9593 0.4531 -1.4390
C 2.0694 -0.4017 -0.9564
O 2.6078 -0.1367 0.1133
N 2.4655 -1.4625 -1.6934
C 1.9112 -1.9044 -2.9467
C 3.5503 -2.2775 -1.1994
N 0.5713 0.6052 -2.7322
C -0.4076 1.4867 -2.7260
C -1.1681 2.0100 -3.7825
C -2.1501 2.9181 -3.5108
C -2.3910 3.3091 -2.1731
Cl -3.6478 4.4448 -1.8416
C -1.6549 2.8070 -1.1419
N -0.6727 1.9177 -1.4251
C -0.2842 -1.2973 2.9463
O -0.8233 -0.3887 3.8145
C -0.4706 -0.4680 5.1736
C 0.6168 -2.2784 3.3152
H 1.8704 -5.6226 1.4672
H 3.2802 -5.5957 2.5543
H 3.1916 -4.4482 1.1952
H 1.0871 -3.7486 0.2943
H -0.4917 -2.0046 -0.3451
H -1.8737 -0.1895 0.1324
H -2.5721 -0.1642 1.7628
H -1.0806 1.4190 2.4218
H 0.9755 0.8018 1.2861
H 0.5005 2.5036 1.0902
H 1.1775 -1.1886 -3.3041
H 2.7099 -1.9917 -3.6875
H 1.4468 -2.8881 -2.8233
H 3.8056 -1.9387 -0.1972
H 4.4252 -2.1828 -1.8481
H 3.2467 -3.3266 -1.1732
H -0.9547 1.6790 -4.7849
H -2.7527 3.3410 -4.2976
H -1.8170 3.0483 -0.1039
H -1.0273 0.3265 5.6693
H -0.7545 -1.4323 5.6059
H 0.6018 -0.3050 5.3199
H 0.9625 -2.3885 4.3294

Properties
HOMO-LUMO gap   8.5 eV
LUMO   0.43 eV
SMILES   COc1ccc(CNCc2c(C(=O)N(C)C)nc3ccc(Cl)cn23)c(OC)c1
Energy above the lowest of the compared OMol25 structures with the same formula, charge and spin   53.9 kcal per mole
Calculated total energy   -1680.85848 Eh
Charge   0

For each atom in turn, the natural (NBO) charge in e is: atom 1 (C): -0.25, atom 2 (O): -0.51, atom 3 (C): 0.41, atom 4 (C): -0.38, atom 5 (C): -0.10, atom 6 (C): -0.17, atom 7 (C): -0.24, atom 8 (N): -0.63, atom 9 (C): -0.28, atom 10 (C): 0.14, atom 11 (C): 0.03, atom 12 (C): 0.66, atom 13 (O): -0.65, atom 14 (N): -0.41, atom 15 (C): -0.43, atom 16 (C): -0.42, atom 17 (N): -0.48, atom 18 (C): 0.32, atom 19 (C): -0.21, atom 20 (C): -0.22, atom 21 (C): -0.08, atom 22 (Cl): 0.02, atom 23 (C): -0.01, atom 24 (N): -0.30, atom 25 (C): 0.40, atom 26 (O): -0.53, atom 27 (C): -0.25, atom 28 (C): -0.40, atom 29 (H): 0.17, atom 30 (H): 0.20, atom 31 (H): 0.18, atom 32 (H): 0.22, atom 33 (H): 0.20, atom 34 (H): 0.19, atom 35 (H): 0.21, atom 36 (H): 0.38, atom 37 (H): 0.24, atom 38 (H): 0.21, atom 39 (H): 0.26, atom 40 (H): 0.19, atom 41 (H): 0.18, atom 42 (H): 0.25, atom 43 (H): 0.19, atom 44 (H): 0.19, atom 45 (H): 0.24, atom 46 (H): 0.23, atom 47 (H): 0.26, atom 48 (H): 0.20, atom 49 (H): 0.18, atom 50 (H): 0.18, atom 51 (H): 0.23

2.
Density functional theory data (ωB97M-V/def2-TZVPD) for a molecular structure, C20H23F4N2OZn.

Element x y z (Å)
Zn 0.5915 -1.2790 0.2653
C -0.2118 0.1341 -2.3476
N 0.9326 -0.1549 -1.4624
C 2.0495 -0.7300 -2.2393
C 1.3797 1.0861 -0.7668
C 2.4012 0.8187 0.3596
N 2.0789 -0.4299 1.0575
C 3.1125 -1.2492 1.4681
C 2.9903 -2.6315 1.3334
F 1.8323 -3.1070 0.7531
C 3.9557 -3.5239 1.7276
F 3.7535 -4.8300 1.5417
C 5.1234 -3.0665 2.2977
C 5.2733 -1.7028 2.4527
F 6.3787 -1.2223 3.0189
C 4.2948 -0.8109 2.0598
F 4.4678 0.5003 2.2723
H 0.0719 0.8481 -3.1263
H -1.0333 0.5569 -1.7665
H -0.5450 -0.7860 -2.8258
H 2.3075 -0.0684 -3.0711
H 1.7660 -1.7037 -2.6364
H 2.9227 -0.8537 -1.5997
H 0.4830 1.5536 -0.3519
H 1.8125 1.7815 -1.4939
H 2.3625 1.6832 1.0252
H 3.4157 0.7857 -0.0482
H 5.8904 -3.7545 2.6250
C -3.6664 3.8825 -1.1488
C -3.3801 2.5110 -0.6072
C -4.1140 1.4090 -1.0293
C -3.8454 0.1311 -0.5644
C -4.7010 -1.0225 -1.0414
C -2.7526 -0.0430 0.3142
C -2.3652 -1.4053 0.5773
O -1.2092 -1.8240 0.7260
C -2.0422 1.0751 0.8262
C -1.0567 0.9585 1.9724
C -2.3804 2.3251 0.3545
H -4.6382 3.9269 -1.6388
H -2.9074 4.1583 -1.8850
H -3.6364 4.6330 -0.3580
H -4.9314 1.5539 -1.7279
H -5.5606 -0.6450 -1.5896
H -5.0779 -1.6139 -0.2057
H -4.1560 -1.6942 -1.7079
H -3.1479 -2.1673 0.5982
H -1.4545 0.3132 2.7561
H -0.8782 1.9400 2.4067
H -0.0818 0.5584 1.6889
H -1.8740 3.1955 0.7615

Properties
HOMO-LUMO gap   6.7 eV
LUMO   -4.09 eV
Calculated total energy   -3139.23260 Eh
Charge   +1

For each atom in turn, the natural (NBO) charge in e is: atom 1 (Zn): 1.69, atom 2 (C): -0.42, atom 3 (N): -0.58, atom 4 (C): -0.43, atom 5 (C): -0.26, atom 6 (C): -0.24, atom 7 (N): -0.95, atom 8 (C): 0.07, atom 9 (C): 0.28, atom 10 (F): -0.37, atom 11 (C): 0.35, atom 12 (F): -0.29, atom 13 (C): -0.36, atom 14 (C): 0.37, atom 15 (F): -0.29, atom 16 (C): 0.27, atom 17 (F): -0.30, atom 18 (H): 0.20, atom 19 (H): 0.22, atom 20 (H): 0.21, atom 21 (H): 0.21, atom 22 (H): 0.22, atom 23 (H): 0.22, atom 24 (H): 0.21, atom 25 (H): 0.22, atom 26 (H): 0.21, atom 27 (H): 0.20, atom 28 (H): 0.26, atom 29 (C): -0.64, atom 30 (C): 0.07, atom 31 (C): -0.24, atom 32 (C): 0.08, atom 33 (C): -0.65, atom 34 (C): -0.20, atom 35 (C): 0.49, atom 36 (O): -0.74, atom 37 (C): 0.03, atom 38 (C): -0.66, atom 39 (C): -0.19, atom 40 (H): 0.23, atom 41 (H): 0.24, atom 42 (H): 0.24, atom 43 (H): 0.23, atom 44 (H): 0.24, atom 45 (H): 0.23, atom 46 (H): 0.23, atom 47 (H): 0.17, atom 48 (H): 0.24, atom 49 (H): 0.24, atom 50 (H): 0.22, atom 51 (H): 0.22

Question: The lowest HOMO-LUMO gap belongs to which entry?
Answer: C20H23F4N2OZn

Question: The highest calculated total energy belongs to which entry?
Answer: C20H23ClN4O3

Question: The highest HOMO-LUMO gap belongs to which entry?
Answer: C20H23ClN4O3

Question: Look up the calculated total energy of the first one.
Answer: -1680.85848 Eh